104
Properties=species:S:1:pos:R:3:lowdin_charge:R:1 method="wB97M-V/def2-TZVPD" energy_ha=-2141.44345 smiles="NC(N)=O.NC(N)=O.NC(N)=O.NC(N)=O.CCO.CCO.CCO.CCO.CCO.CCO.CCO.CCO" e_lumo_ev=0.282 homo_ev=-9.5 de_lowest_kcal_mol=0.0 max_force_ev_per_a=4.2
C -2.4677 -5.0079 13.8121 -0.073
C -1.8314 -4.7690 15.1393 -0.273
O -2.0081 -5.7829 16.1526 -0.118
H -3.5588 -5.0359 13.8466 0.065
H -2.1352 -5.9213 13.3550 0.062
H -2.2337 -4.2874 13.0427 0.078
H -2.1168 -3.7800 15.5947 0.124
H -0.7827 -4.7209 15.0259 0.093
H -2.9196 -6.0872 16.1765 0.008
C -0.7017 -6.9265 20.7990 -0.091
C -0.6991 -5.7447 19.8769 -0.324
O -1.8005 -5.7900 19.0171 -0.098
H -0.9268 -7.9074 20.3581 0.050
H -1.3937 -6.8730 21.6502 0.067
H 0.3298 -6.9435 21.2159 0.084
H 0.2426 -5.6274 19.3650 0.112
H -0.7842 -4.7823 20.3810 0.111
H -1.4898 -5.9444 18.1217 0.052
C -4.9743 -3.0139 17.3695 -0.085
C -6.3070 -2.8283 18.0128 -0.312
O -6.5904 -1.4340 18.2594 -0.095
H -4.3320 -2.2435 17.7160 0.069
H -4.9798 -2.7797 16.3219 0.059
H -4.4941 -3.9815 17.4673 0.062
H -6.2529 -3.3139 18.9705 0.101
H -7.0522 -3.2406 17.3868 0.087
H -6.6992 -1.0033 17.3585 0.112
C -4.0327 -8.2785 12.2013 -0.067
C -3.2748 -8.7357 13.4428 -0.240
O -4.1148 -9.7318 14.1193 -0.149
H -4.4573 -9.0568 11.6184 0.067
H -3.3633 -7.7809 11.5333 0.066
H -4.9139 -7.6675 12.4371 0.061
H -3.1135 -7.9675 14.1685 0.072
H -2.3600 -9.2504 13.1623 0.120
H -5.0064 -9.2569 14.2163 0.079
C -8.0840 -10.4002 15.1682 -0.027
C -8.1350 -9.0806 14.3006 -0.193
O -6.7644 -8.5347 14.3110 -0.138
H -7.1142 -10.8468 15.1584 0.046
H -8.8380 -11.0816 14.8037 0.071
H -8.3711 -10.2770 16.1602 0.021
H -8.8638 -8.2805 14.5856 0.111
H -8.4747 -9.1953 13.3085 0.083
H -6.8297 -7.6095 14.0208 0.039
C -8.0804 -5.1626 14.6586 -0.067
C -6.7411 -4.9048 13.9351 -0.303
O -5.9270 -6.0319 13.8705 -0.139
H -8.5923 -5.9714 14.2327 0.035
H -8.6847 -4.2158 14.6701 0.095
H -7.9906 -5.4465 15.7091 0.062
H -6.2401 -4.1631 14.5645 0.095
H -6.9011 -4.4797 12.8950 0.136
H -5.5294 -6.1563 14.7920 0.083
C -4.4844 -13.3989 17.0613 -0.099
C -4.6076 -12.3313 16.0281 -0.319
O -3.3029 -11.7941 15.6811 -0.144
H -4.2402 -13.0547 18.0730 0.062
H -3.7244 -14.1461 16.7276 0.090
H -5.4871 -13.9109 17.1838 0.088
H -5.2149 -11.4998 16.4441 0.091
H -5.1286 -12.6560 15.0801 0.130
H -3.4436 -11.0653 15.0034 0.061
C -7.9675 -5.8115 19.3943 -0.092
C -9.2456 -6.1052 18.6397 -0.327
O -9.1547 -7.1829 17.7147 -0.095
H -7.2097 -5.6870 18.6019 0.055
H -7.5636 -6.6169 20.0565 0.083
H -8.0532 -4.8749 19.9501 0.071
H -9.4725 -5.1981 18.1014 0.094
H -10.1721 -6.2480 19.2374 0.117
H -9.2234 -8.0503 18.1257 0.034
C -4.8462 -10.5356 20.4366 -0.646
O -5.4404 -10.6726 19.3520 -0.034
N -3.6186 -9.9509 20.4749 0.156
N -5.3034 -11.0881 21.5887 0.152
H -3.0758 -10.0060 21.3482 0.119
H -3.1583 -9.7227 19.5338 0.104
H -4.9211 -10.7126 22.4734 0.116
H -6.3178 -11.0149 21.6842 0.114
C -1.2519 -9.4125 17.5250 -0.739
O -0.2813 -9.1053 18.1805 0.029
N -2.0818 -10.4456 17.7501 0.145
N -1.5364 -8.7847 16.3861 0.189
H -2.6564 -10.8980 17.0486 0.047
H -1.6169 -11.1602 18.3614 0.141
H -2.4560 -8.9917 16.0103 0.076
H -1.0219 -7.9372 16.1610 0.107
C -8.9464 -11.0753 18.7549 -0.637
O -8.9029 -9.9044 19.0737 0.024
N -7.9346 -11.9696 18.9876 0.173
N -10.1336 -11.6061 18.1598 0.133
H -7.9485 -12.8061 18.4466 0.089
H -7.0626 -11.5701 19.3368 0.050
H -10.9230 -10.9641 18.2427 0.103
H -10.3796 -12.4455 18.5827 0.051
C -4.7568 -7.2917 17.3556 -0.565
O -4.5743 -6.4936 16.3897 -0.046
N -4.4045 -6.9834 18.6298 0.214
N -5.2478 -8.5454 17.1284 0.223
H -3.7977 -6.1789 18.6591 0.074
H -4.0836 -7.6624 19.2598 0.062
H -5.4742 -9.2161 17.8910 0.091
H -5.6722 -8.6896 16.2654 0.042

120
Properties=species:S:1:pos:R:3:lowdin_charge:R:1 method="wB97M-V/def2-TZVPD" energy_ha=-2964.70392 e_lumo_ev=-0.315 homo_ev=-9.2 max_force_ev_per_a=6.0
C 10.2692 14.7154 9.4531 -0.251
C 8.8668 14.0974 9.5003 -0.236
O 7.7492 14.9169 9.4534 -0.055
O 10.5168 15.3262 10.6393 -0.035
H 10.3216 15.2411 8.4996 0.125
H 11.0139 13.9246 9.3628 0.104
H 8.8288 13.4949 10.4079 0.100
H 8.6126 13.4857 8.6347 0.120
H 7.5521 15.1215 8.5364 0.113
H 9.9806 16.1223 10.6548 0.090
C 13.0951 12.7452 12.0600 -0.176
C 13.0547 13.8080 13.2512 -0.135
O 12.4245 15.0006 12.7008 -0.120
O 11.7352 12.5848 11.6395 -0.081
H 13.5979 11.7994 12.2622 0.094
H 13.6974 13.2014 11.2744 0.098
H 14.0694 14.0618 13.5577 0.101
H 12.3625 13.4878 14.0300 0.094
H 11.6211 14.7813 12.2232 0.034
H 11.7552 12.2247 10.7498 0.048
C 15.9131 16.8884 12.1513 -0.195
C 17.3000 17.3935 12.7568 -0.212
O 18.0606 16.3191 13.3204 -0.055
O 16.1886 16.2687 10.8910 -0.100
H 15.1723 17.6744 12.0052 0.108
H 15.4859 16.1347 12.8129 0.089
H 17.0597 18.1794 13.4728 0.112
H 17.8455 17.9676 12.0078 0.109
H 18.0084 15.5534 12.7438 0.061
H 17.0736 15.8968 10.8875 0.058
C 6.9037 14.9804 12.8044 -0.252
C 8.1884 14.6677 13.5251 -0.252
O 8.9746 15.7508 14.0506 -0.047
O 7.1613 15.9665 11.8570 -0.057
H 6.1643 15.2496 13.5587 0.122
H 6.5440 14.0982 12.2750 0.116
H 8.8621 14.1238 12.8630 0.097
H 7.9054 13.8692 14.2108 0.107
H 9.1615 16.2302 13.2401 0.024
H 7.4972 15.5685 11.0506 0.022
C 9.9532 13.7902 16.8292 -0.210
C 10.8320 14.8196 17.6213 -0.198
O 11.3740 15.6987 16.6545 -0.069
O 10.8109 13.0067 16.0093 -0.078
H 9.1832 14.2664 16.2222 0.101
H 9.3367 13.1760 17.4855 0.119
H 11.6458 14.2356 18.0513 0.113
H 10.2498 15.3945 18.3415 0.120
H 11.3767 15.1514 15.8658 0.058
H 10.2887 12.2021 15.9710 0.093
C 14.9750 8.9110 12.0751 -0.208
C 14.4109 8.1435 10.8862 -0.214
O 13.7552 8.9714 9.9050 -0.075
O 13.9015 9.5078 12.8270 -0.097
H 15.4776 9.7661 11.6231 0.075
H 15.6973 8.3602 12.6775 0.129
H 13.7356 7.3979 11.3059 0.114
H 15.1793 7.5206 10.4282 0.114
H 14.2858 9.7701 9.8584 0.036
H 13.4425 8.7087 13.0960 0.026
C 14.3565 16.2572 15.7883 -0.175
O 14.8446 17.2038 16.6919 -0.124
H 14.0761 15.4115 16.4162 0.073
H 13.6012 16.8427 15.2639 0.085
H 15.1771 15.8552 15.1941 0.066
H 14.3144 17.0548 17.4782 0.072
C 13.7464 11.2873 16.0416 -0.170
O 13.6586 12.6450 16.1904 -0.144
H 14.7237 10.9323 15.7144 0.085
H 13.3533 10.9505 17.0008 0.091
H 13.2042 10.9873 15.1449 0.051
H 12.7366 12.9120 16.1751 0.019
C 17.8002 11.5624 13.0706 -0.812
O 18.4930 11.3207 14.0483 0.024
N 16.9059 12.4974 13.1254 0.180
N 17.8165 10.9439 11.9498 0.183
H 16.2340 12.6434 12.3856 0.092
H 16.6948 12.8696 14.0403 0.122
H 17.1619 11.1483 11.2083 0.052
H 18.4733 10.1838 11.8454 0.131
C 10.5865 18.3811 12.3604 -0.757
O 9.5411 17.8910 12.2272 0.092
N 10.8127 19.7015 12.4001 0.151
N 11.7628 17.7545 12.3454 0.190
H 11.7525 20.0260 12.5781 0.099
H 10.0235 20.2940 12.1852 0.115
H 12.5107 18.4256 12.4473 0.095
H 11.8133 16.7458 12.3388 0.063
C 8.1799 10.7816 12.6958 -0.739
O 8.6358 10.7707 13.8257 -0.010
N 8.8522 11.1701 11.6710 0.211
N 7.0559 10.0930 12.4991 0.171
H 8.5355 11.0510 10.7193 0.116
H 9.7209 11.6804 11.7417 0.091
H 6.4237 9.7322 13.1992 0.122
H 6.9128 9.9669 11.5073 0.099
C 11.0519 8.2409 14.1355 -0.735
O 12.0251 7.5686 13.8086 0.005
N 11.1521 9.5259 14.0787 0.197
N 10.0074 7.7654 14.8033 0.175
H 11.8873 9.9683 13.5457 0.092
H 10.2837 10.0351 14.1604 0.053
H 9.2386 8.3217 15.1491 0.104
H 9.9353 6.7647 14.9191 0.112
C 15.6347 12.3590 9.1791 -0.739
O 15.8396 11.2846 9.7238 0.004
N 14.4405 12.7326 8.7693 0.200
N 16.5825 13.2436 9.1364 0.190
H 13.7205 12.0264 8.8245 0.070
H 14.2440 13.6706 8.4506 0.124
H 17.4076 13.0907 9.6985 0.119
H 16.4564 14.1547 8.7192 0.114
C 11.3342 10.5823 7.7612 -0.766
O 11.8209 11.4138 8.5136 0.011
N 11.3373 9.3099 7.8666 0.200
N 10.7366 10.9231 6.6576 0.162
H 10.8021 8.7924 7.1840 0.122
H 11.8157 8.8686 8.6389 0.110
H 10.1848 10.2751 6.1138 0.114
H 10.6582 11.9144 6.4808 0.120

106
Properties=species:S:1:pos:R:3:lowdin_charge:R:1 method="wB97M-V/def2-TZVPD" energy_ha=-1979.58288 e_lumo_ev="-2.692 / -8.565" homo_ev="-10.9 / -10.9" s_squared=0.756 de_lowest_kcal_mol=0.0 multiplicity=2 charge=+1 max_force_ev_per_a=4.5
C 1.6831 -30.3836 10.3725 -0.039
C 0.5475 -30.0517 9.4322 -0.338
C 0.7608 -28.5607 9.0055 -0.131
O 0.5543 -27.5604 10.0107 -0.140
C -0.8002 -27.4750 10.5277 -0.007
N 0.7109 -30.9944 8.3524 0.293
H 2.6662 -30.3698 9.9020 0.110
H 1.6071 -31.3738 10.8218 0.064
H 1.6564 -29.6766 11.2017 0.096
H -0.4100 -30.1892 9.9346 0.162
H 0.1169 -28.3460 8.1526 0.135
H 1.7844 -28.4474 8.6482 0.147
H -0.8395 -26.8618 11.4280 0.107
H -1.0971 -28.5124 10.6814 0.076
H -1.2739 -26.9781 9.6811 0.107
H 0.6727 -31.9466 8.6871 0.074
H -0.1694 -30.9073 7.8650 0.141
C 3.3216 -33.7812 16.2605 -0.067
C 4.6089 -34.5706 16.0386 -0.396
C 5.2795 -34.8523 17.4023 -0.174
O 6.4849 -35.5795 17.1310 -0.221
C 7.4601 -35.7013 18.1481 -0.101
N 4.3616 -35.8408 15.2986 0.063
H 2.6136 -34.2406 16.9502 0.088
H 2.6958 -33.7188 15.3702 0.051
H 3.5788 -32.7314 16.4011 0.083
H 5.3457 -33.9478 15.5313 0.137
H 4.5792 -35.4877 17.9444 0.129
H 5.6471 -33.9802 17.9430 0.126
H 7.6387 -34.7043 18.5506 0.081
H 8.3647 -36.1309 17.7176 0.090
H 7.1996 -36.3199 19.0069 0.083
H 5.2191 -36.3270 15.5186 0.075
H 3.5997 -36.1765 15.8704 0.061
C -1.1524 -35.9671 17.2801 -0.012
C -1.6470 -34.5228 16.8829 -0.397
C -0.6263 -33.4546 16.5600 -0.219
O 0.0720 -33.1067 17.7206 -0.177
C 0.8979 -31.9096 17.5517 -0.064
N -2.5259 -34.7175 15.7649 0.011
H -0.6073 -35.8987 18.2216 0.081
H -0.4306 -36.3576 16.5626 0.058
H -1.9881 -36.6400 17.4720 0.080
H -2.2581 -34.1510 17.7053 0.140
H -1.1809 -32.5716 16.2426 0.122
H 0.0600 -33.7304 15.7592 0.114
H 0.2946 -31.0102 17.4281 0.083
H 1.5423 -32.0728 16.6879 0.043
H 1.4326 -31.7157 18.4815 0.095
H -3.1319 -33.9115 15.7091 0.090
H -3.2185 -35.4338 15.9299 0.097
C -1.9155 -32.9185 12.3514 -0.049
C -3.0220 -31.8651 12.3728 -0.413
C -4.4291 -32.5017 12.0579 -0.157
O -4.6002 -32.8947 10.6881 -0.183
C -4.4894 -34.2874 10.4370 -0.101
N -3.0046 -31.2512 13.6854 0.037
H -2.1041 -33.8181 12.9372 0.066
H -0.9434 -32.5496 12.6787 0.052
H -1.7776 -33.2472 11.3213 0.055
H -2.7044 -31.0876 11.6780 0.117
H -5.1906 -31.7774 12.3469 0.121
H -4.5709 -33.3428 12.7366 0.118
H -3.4464 -34.5973 10.5006 0.057
H -4.8927 -34.5117 9.4495 0.092
H -4.9914 -34.8656 11.2128 0.088
H -2.1137 -30.8071 13.8563 0.061
H -3.5796 -30.4229 13.7432 0.074
C 0.1233 -36.4205 7.1117 -0.055
C -0.1469 -36.1052 8.5886 -0.421
C -0.2801 -34.6355 8.9002 -0.149
O 0.8201 -33.7212 8.5863 -0.212
C 1.9068 -33.8090 9.4602 -0.104
N -1.4960 -36.6296 8.7831 0.025
H 0.9872 -35.8746 6.7328 0.071
H -0.6601 -36.0817 6.4338 0.085
H 0.3290 -37.4821 6.9745 0.087
H 0.5254 -36.6422 9.2578 0.132
H -0.4453 -34.5056 9.9698 0.104
H -1.1579 -34.2582 8.3755 0.132
H 2.5653 -32.9475 9.3500 0.082
H 2.5398 -34.6338 9.1330 0.118
H 1.6877 -33.5885 10.5049 0.077
H -1.5711 -37.6330 8.6966 0.086
H -2.1298 -36.1459 8.1630 0.071
O 1.4640 -36.0888 12.1988 -0.041
H 1.8528 -36.3805 11.3742 0.055
H 0.5588 -36.3976 12.1597 0.044
O 3.8940 -31.5208 13.3994 -0.050
H 4.2490 -31.1593 12.5872 0.031
H 3.4298 -32.3123 13.1270 -0.015
O 4.2738 -35.3423 12.4393 -0.067
H 3.3591 -35.1809 12.6705 -0.030
H 4.6920 -35.5808 13.2666 -0.005
O 1.6484 -33.0716 13.1177 -0.049
H 1.3849 -33.9904 13.1694 0.019
H 0.8253 -32.5839 13.1472 0.005
O 0.8714 -30.3819 14.5231 -0.048
H 1.6564 -30.9293 14.5030 0.003
H 1.1731 -29.5191 14.2389 0.038
O 1.6205 -37.0628 14.8908 -0.066
H 0.7144 -36.7730 14.7850 -0.031
H 2.0862 -36.6688 14.1531 -0.011
O -0.6658 -35.7465 14.0998 -0.066
H -1.3199 -35.5048 14.7555 -0.027
H -1.1297 -35.6867 13.2646 0.035

72
Properties=species:S:1:pos:R:3:lowdin_charge:R:1 method="wB97M-V/def2-TZVPD" energy_ha=-18442.78550 e_lumo_ev=-0.512 homo_ev=-9.3 max_force_ev_per_a=2.1
C -3.6647 -0.8271 2.1562 0.061
C -2.8313 -0.2856 1.2287 -0.118
C -2.1120 -1.1564 0.1693 -0.318
C -2.7816 -2.5161 0.2870 -0.251
N -3.3217 -3.5266 0.2738 0.228
C -0.5861 -1.3795 0.5932 -0.296
C -0.3528 -0.4890 1.8251 -0.442
N -0.2479 0.3743 2.5740 0.178
C 0.4802 -1.0437 -0.4826 -0.654
I 1.8350 0.5851 -0.0563 0.992
C 0.6580 -1.6893 -1.6288 -0.746
C 1.7154 -1.3668 -2.6784 -0.205
I -0.5637 -3.3845 -2.1068 1.027
N -2.3102 -0.6642 -1.2349 0.095
C -2.2012 0.7473 -1.3528 -0.483
O -3.1173 1.4957 -1.3015 0.190
F -0.9996 1.2764 -1.5931 0.080
C -3.5985 -1.0933 -1.7433 -0.500
O -3.7029 -1.7933 -2.6819 0.190
F -4.7166 -0.7176 -1.1035 0.156
H -4.5259 -1.4558 1.9069 0.081
H -3.4355 -0.6625 3.2180 0.085
H -2.6944 0.8023 1.2542 0.127
H -0.4549 -2.4031 0.9551 0.050
H 1.9399 -0.2992 -2.7427 -0.024
H 1.3253 -1.6662 -3.6660 0.058
H 2.5898 -2.0071 -2.4907 0.092
C 1.0293 2.7665 -4.6439 -2.018
Cl 1.1491 3.7434 -6.1142 0.499
Cl -0.2924 1.6007 -4.8183 0.540
Cl 2.5474 1.8938 -4.3868 0.541
Cl 0.7111 3.8114 -3.2542 0.495
C -1.3064 6.2319 -0.8767 -2.035
Cl -1.1848 7.1994 -2.3534 0.483
Cl -2.6038 5.0432 -1.0543 0.539
Cl 0.2264 5.3889 -0.6064 0.495
Cl -1.6527 7.2871 0.5007 0.531
C 1.1574 -3.8553 4.1613 -1.971
Cl 2.0836 -2.9905 5.3978 0.498
Cl 2.2334 -4.9460 3.2770 0.545
Cl -0.1447 -4.7924 4.9115 0.514
Cl 0.4531 -2.6758 3.0354 0.662
C 2.2402 3.6233 -10.3985 -2.037
Cl 2.3546 4.5968 -11.8709 0.529
Cl 0.9168 2.4598 -10.5608 0.525
Cl 3.7591 2.7542 -10.1440 0.499
Cl 1.9274 4.6808 -9.0141 0.492
C -0.1446 -5.4609 9.3405 -2.007
Cl -0.5127 -7.1884 9.2480 0.540
Cl -1.6542 -4.5444 9.4836 0.479
Cl 0.8691 -5.1479 10.7587 0.527
Cl 0.7114 -4.9587 7.8778 0.473
C 4.9080 -2.3791 8.0886 -2.043
Cl 5.8474 -1.4903 9.2960 0.528
Cl 5.9744 -3.4745 7.1981 0.526
Cl 3.6434 -3.3126 8.8950 0.500
Cl 4.1674 -1.2329 6.9589 0.499
C -1.3401 9.6514 -5.8880 -2.044
Cl -0.1292 10.9408 -5.8722 0.524
Cl -1.8733 9.3616 -7.5496 0.524
Cl -0.6314 8.1688 -5.2295 0.485
Cl -2.7253 10.1291 -4.8970 0.524
C 6.0168 -1.1065 -10.1677 -2.049
Cl 6.6332 -1.7516 -11.6952 0.523
Cl 7.0871 0.1826 -9.5966 0.516
Cl 4.3923 -0.4524 -10.4150 0.494
Cl 5.9563 -2.4004 -8.9621 0.519
C -5.0257 -4.4414 12.4727 -2.033
Cl -5.2934 -2.7701 12.9909 0.520
Cl -3.6694 -4.4986 11.3319 0.456
Cl -4.6492 -5.4429 13.8816 0.522
Cl -6.4869 -5.0560 11.6851 0.520